Formula: C2H5N2
Source: the Open Molecules 2025 dataset
Level of theory: ωB97M-V/def2-TZVPD

ORCA input file:
```
! RIJCOSX wB97M-V def2-TZVPD def2/J DEFGRID3
* xyz 1 1
C 0.86540 -0.03343 0.39299
H -1.99195 -0.04223 -1.03905
C -0.86874 0.07103 -0.48616
H -0.45521 1.95328 -0.07789
H 1.78050 0.12520 -0.06679
N -0.10412 -0.94329 -0.26686
H -0.06846 -1.94622 -0.10459
N -0.12741 1.00060 0.08100
H 0.96999 -0.18493 1.56733
*
```

Calculated values
calculated total energy	-188.380601	Ha
HOMO	-16.321	eV
LUMO level	-3.932	eV
Kohn-Sham gap	0.455	Ha
molecular weight	57.076	Da

Löwdin population analysis, charges in e, atoms 1 to 8: -0.038 0.245 -0.113 0.182 0.117 0.116 0.183 0.111